Molecular formula: C4H9NO2
Method: DFT, ωB97M-V/def2-TZVPD

Last column: Löwdin charge in e.
Cartesian coordinates (Å):
O: -0.57881 1.09454 -1.97579  0.049
C: -1.08092 1.14681 -0.87200  -0.351
N: -0.46683 0.92641 0.34762  0.100
C: 0.71826 0.27595 0.28474  -0.174
C: 0.38952 -1.27226 0.79345  -0.496
C: -1.00289 -1.80817 0.39051  -0.037
O: 1.35318 -1.94662 0.34318  0.069
H: -2.06498 1.63596 -0.89301  0.123
H: 1.63110 2.85361 -0.82647  0.018
H: 1.28851 0.86639 1.00511  0.136
H: 1.26424 0.21984 -0.65331  0.119
H: 0.30432 -1.20864 1.89611  0.156
H: -1.28296 -1.56481 -0.63391  0.076
H: -1.75495 -1.40817 1.08114  0.087
H: -1.05343 -2.88778 0.53094  0.085
H: 2.33662 3.07696 -0.81830  0.043

The orbital gap comes out at 6.935 eV. The multiplicity is 1. The maximum force is 5.886 eV/A. As for the energy: -362.8262 Eh. As for the highest occupied orbital energy: -10.18 eV.